No. 1
Below is C2H27HgO12 as an isolated structure in a non-equilibrium geometry, with properties calculated with ωB97M-V/def2-TZVPD.

Computed properties:
gap between HOMO and LUMO = 0.2111 Eh
DFT total energy = -1148.3488 Eh
relative energy (zero: lowest compared OMol25 entry of this formula, charge and spin) = 14.4 kcal/mol

ORCA input file:
```
! wB97M-V def2-TZVPD RIJCOSX def2/J DEFGRID3
* xyz 1 1
Hg 1.558 -3.027 -0.696
C -0.186 0.110 -1.448
C 1.108 0.253 -0.645
O 1.516 -0.970 -0.007
H -1.063 0.089 -0.835
H -0.182 -0.835 -2.087
H -0.347 0.929 -2.131
H 0.947 0.969 0.121
H 1.959 0.497 -1.299
O 1.432 1.881 3.057
H 1.037 0.974 2.952
H 2.201 1.824 3.626
O -1.202 2.316 0.885
H -0.798 1.421 0.804
H -1.295 2.424 1.852
O -3.987 -0.027 -0.657
H -4.752 0.181 -0.163
H -3.620 0.855 -0.864
O 2.591 3.047 -0.023
H 2.334 2.282 -0.526
H 1.764 3.519 0.075
O -0.870 -2.910 0.047
H -1.085 -2.200 0.612
H -1.371 -3.634 0.441
O 0.216 -3.639 -2.591
H 0.275 -4.398 -3.131
H -0.740 -3.571 -2.384
O -2.336 -0.409 1.452
H -2.865 0.052 2.106
H -2.920 -0.317 0.698
O 0.171 -0.245 2.171
H -0.775 -0.222 2.035
H 0.515 -0.464 1.317
O 3.243 -1.942 -2.059
H 3.342 -1.059 -1.769
H 4.132 -2.075 -2.333
O -3.210 2.565 -1.045
H -2.450 2.333 -0.408
H -2.875 2.478 -1.892
O 3.186 0.196 1.806
H 2.732 -0.208 0.985
H 2.668 0.957 1.952
*
```



No. 2
Below is a 2-piece molecular cluster, C2H8OS2Si overall in a non-equilibrium geometry, with properties calculated with ωB97M-V/def2-TZVPD.

Computed properties:
gap between HOMO and LUMO = 0.2387 Eh
DFT total energy = -1242.0262 Eh
relative energy (zero: lowest compared OMol25 entry of this formula, charge and spin) = 72.2 kcal/mol

ORCA input file:
```
! wB97M-V def2-TZVPD RIJCOSX def2/J DEFGRID3
* xyz 0 1
C -1.348 0.684 0.638
C 0.803 -1.255 1.907
O 1.639 0.131 -0.422
Si 0.430 0.059 0.588
S 2.143 1.275 -1.712
S -0.982 0.059 -2.988
H -1.878 0.585 -0.366
H -1.866 0.133 1.442
H -1.479 1.678 0.954
H 0.470 -2.366 1.772
H 1.839 -1.276 1.883
H 0.642 -0.840 2.867
H -0.582 0.394 -4.244
H 0.168 0.739 -2.319
*
```



No. 3
Below is a 2-piece molecular cluster, C4H3Cl3N2O2S overall in a non-equilibrium geometry, with properties calculated with ωB97M-V/def2-TZVPD.

Computed properties:
gap between HOMO and LUMO (spin up / spin down) = 0.2279 / 0.3048 Eh
DFT total energy = -2192.8704 Eh
relative energy (zero: lowest compared OMol25 entry of this formula, charge and spin) = 44.5 kcal/mol

ORCA input file:
```
! wB97M-V def2-TZVPD RIJCOSX def2/J DEFGRID3
* xyz 0 1
C -1.216 -0.466 -0.306
C -3.162 -1.293 0.080
C -4.350 -1.657 0.660
C 0.077 0.255 -0.216
N -1.629 -1.111 -1.343
N -2.861 -1.561 -1.179
O -4.966 1.446 1.160
O -2.132 -0.613 0.681
S -5.902 1.566 0.040
Cl -5.550 -2.079 -0.508
Cl -4.637 -1.452 2.277
Cl -4.889 1.459 -1.806
H 0.517 0.056 0.867
H 0.631 -0.136 -1.100
H -0.100 1.326 -0.483
*
```



Q: Look up the relative energy (zero: lowest compared OMol25 entry of this formula, charge and spin) of the first one.
A: 14.4 kcal/mol



Q: Which of these has the lowest DFT total energy?
A: C4H3Cl3N2O2S